1.
Molecular formula: C3H25N2O10
Method: DFT, the ωB97M-V functional and the def2-TZVPD basis

Charge = +1
HOMO energy = -13.9 eV
ΔE to the lowest compared entry with this formula, charge and spin = 0.083 eV
E_LUMO = -0.093 Eh
Gap between HOMO and LUMO = 11.377 eV

XYZ file:
```
40
Properties=species:S:1:pos:R:3:forces:R:3
N 0.8015 -1.9415 0.4563 1.774 1.091 -0.499
C 1.6652 -1.2042 -0.5189 -0.578 0.214 -0.108
C 2.7941 -0.5129 0.2586 0.215 0.611 0.448
O 2.4384 -0.3019 1.6222 -0.125 -0.124 -0.293
C 0.6834 -0.2301 -1.2271 -0.831 -1.672 -0.832
N 1.0781 0.4264 -2.3162 0.230 -0.528 0.835
O -0.5047 -0.3461 -0.9189 -0.135 1.131 0.524
H 0.2920 -1.1948 0.9398 -0.849 -0.582 0.342
H 0.1957 -2.6445 0.0376 -0.283 -0.119 0.352
H 1.4063 -2.3043 1.1896 -0.216 -0.573 0.012
H 2.0132 -1.8954 -1.2861 0.239 -0.006 0.080
H 3.7246 -1.0737 0.3163 -0.137 -0.279 -0.346
H 2.9837 0.4463 -0.2227 0.138 -0.093 -0.064
H 1.9087 0.4970 1.7038 -0.056 0.163 0.068
H 0.4931 1.1948 -2.5987 0.189 0.149 -0.320
H 2.0546 0.4019 -2.5457 0.068 0.666 -0.155
H -2.9076 3.1775 0.3292 -0.274 -0.358 -0.390
H -2.2579 1.7612 0.0061 -0.767 0.164 -0.633
O -2.0987 2.6617 0.2969 1.090 0.115 0.778
H 3.8749 2.0573 -1.2372 0.094 -0.191 -0.237
H 2.9961 3.2053 -1.4911 -0.581 0.398 -0.130
O 3.0105 2.2564 -1.6204 0.998 -0.121 0.290
H -1.3463 -4.2481 0.2860 -0.091 0.046 0.113
H -1.2832 -4.1240 1.8304 -0.096 0.010 0.049
O -0.7576 -4.0659 1.0298 0.111 -0.203 -0.170
H -1.8658 1.6927 1.8484 0.137 0.272 0.543
H -2.1891 1.8058 3.3533 -0.041 0.041 0.003
O -1.6859 1.2865 2.7195 -0.242 0.056 -0.225
H -1.6439 -1.9616 -1.3068 0.207 -0.075 0.098
H -2.0311 -3.1023 -2.2338 0.102 -0.212 -0.016
O -1.5141 -2.9125 -1.4433 -0.231 0.192 -0.149
H -3.0228 1.1021 -2.0992 0.067 0.300 -0.206
H -4.2800 0.7986 -1.3633 -0.318 0.234 -0.022
O -3.7619 1.5537 -1.6714 0.162 -0.747 0.144
H -0.2504 3.0208 -0.1812 -0.192 0.217 -0.024
H 0.7547 4.1633 -0.0980 -0.073 -0.007 -0.020
O 0.6071 3.3113 -0.5213 0.104 -0.076 0.091
H -0.3077 -1.0472 3.4953 0.103 0.054 -0.007
H -1.4389 -0.5842 2.5905 0.412 0.161 0.059
O -0.6283 -1.1255 2.5917 -0.323 -0.321 0.016
```
Positions in Å, forces in eV/Å.

Quick look at the Löwdin charges, all values in e:
1 N 0.19
2 C -0.14
3 C -0.16
4 O -0.03
5 C -0.45
6 N 0.22
7 O 0.02
8 H 0.10
9 H 0.10
10 H 0.16
11 H 0.17
12 H 0.14
13 H 0.10
14 H 0.11
15 H 0.13
16 H 0.11
17 H 0.08
18 H 0.03
19 O -0.05
20 H 0.05
21 H 0.05
22 O -0.06
23 H 0.03
24 H 0.06
25 O -0.05
26 H 0.01
27 H 0.06
28 O -0.06
29 H 0.02
30 H 0.06
31 O -0.05
32 H 0.04
33 H 0.05
34 O -0.04
35 H -0.01
36 H 0.05
37 O -0.06
38 H 0.07
39 H 0.03
40 O -0.06

2.
Molecular formula: C5H12O3
Method: DFT, the ωB97M-V functional and the def2-TZVPD basis

Charge = 0
HOMO energy = -8.0 eV
ΔE to the lowest compared entry with this formula, charge and spin = 6.148 eV
E_LUMO = -0.125 Eh
Gap between HOMO and LUMO = 4.616 eV

XYZ file:
```
20
Properties=species:S:1:pos:R:3:forces:R:3
C -2.9400 -0.7944 -0.5338 -1.779 -3.054 1.962
C -2.4317 0.4647 0.0742 2.864 -0.070 -4.190
C -1.0667 0.3929 0.3478 -0.646 -0.054 1.131
C -0.1887 1.4802 0.4788 0.409 -0.785 -0.235
C 1.2668 1.4037 0.7260 2.047 -0.616 -0.723
O 1.9296 1.4879 -0.5647 -1.677 1.362 0.562
H -2.6487 -1.6604 0.1239 0.504 0.704 -0.703
H -4.0158 -1.0384 -0.5298 -0.056 1.186 -0.078
H -2.6488 -1.0906 -1.5615 0.521 0.931 0.477
H -2.7649 1.3660 -0.4564 -0.546 0.362 1.341
H -0.6237 -0.6029 0.4742 0.042 0.283 0.078
H -0.4699 2.5059 0.3717 -0.849 0.478 -0.298
H 1.7095 0.4886 1.1390 -0.957 0.104 0.551
H 1.5224 2.2741 1.3318 0.195 0.043 0.156
H 2.5794 0.6751 -0.6330 0.192 -1.127 -0.330
H 3.5988 -1.1884 -1.2243 0.088 0.140 -0.397
O 3.2059 -0.6244 -0.5644 -0.729 0.407 0.843
H 1.3727 -2.4998 0.7994 -0.145 0.600 -0.455
H 1.6761 -1.2516 -0.0953 0.966 -0.284 -0.245
O 0.9378 -1.7881 0.2964 -0.445 -0.609 0.554
```
Positions in Å, forces in eV/Å.

Quick look at the Löwdin charges, all values in e:
1 C -0.09
2 C 0.00
3 C -0.05
4 C 0.13
5 C -0.24
6 O -0.10
7 H 0.10
8 H 0.08
9 H 0.12
10 H 0.13
11 H 0.09
12 H 0.13
13 H 0.12
14 H 0.12
15 H -0.01
16 H -0.05
17 O -0.37
18 H 0.05
19 H -0.02
20 O -0.13

3.
Molecular formula: C4H5N3S
Method: DFT, the ωB97M-V functional and the def2-TZVPD basis

Charge = 0
HOMO energy (spin up / spin down) = -5.8 / -8.5 eV
ΔE to the lowest compared entry with this formula, charge and spin = 3.943 eV
E_LUMO (spin up / spin down) = 0.029 / -0.077 Eh
<S²> = 2.01
Multiplicity = 3
Gap between HOMO and LUMO (spin up / spin down) = 6.637 / 6.365 eV

XYZ file:
```
13
Properties=species:S:1:pos:R:3:forces:R:3
C 0.0046 2.6006 0.2952 -3.157 -2.835 -0.446
C -0.8537 1.7372 0.1866 2.215 -0.364 0.407
C 1.2003 -1.2878 0.2784 -0.783 -3.486 2.208
C -0.2369 -1.6364 0.1214 -0.411 0.944 -1.078
N 2.0772 -0.4792 0.0942 -0.254 0.412 -0.417
N -1.4856 0.5447 -0.0375 -1.428 -1.275 1.066
N -0.8501 -0.5550 -0.6606 -0.182 -1.002 -0.873
S 3.1504 0.5338 -0.3399 1.240 1.542 -0.556
H 0.6772 3.3496 0.3991 1.451 1.851 0.202
H -0.3111 -2.5754 -0.5622 0.078 1.348 1.628
H -0.8024 -1.7264 1.1070 1.033 -0.283 -1.219
H -2.0813 0.0929 0.7472 1.183 1.805 -1.858
H -0.4886 -0.5985 -1.6290 -0.987 1.343 0.938
```
Positions in Å, forces in eV/Å.

Quick look at the Löwdin charges, all values in e:
1 C 0.10
2 C -0.19
3 C -0.15
4 C -0.21
5 N -0.56
6 N -0.07
7 N -0.12
8 S 0.65
9 H -0.02
10 H 0.14
11 H 0.13
12 H 0.17
13 H 0.14

4.
Molecular formula: C12H18F9FeO6
Method: DFT, the ωB97M-V functional and the def2-TZVPD basis

Charge = -1
HOMO energy (spin up / spin down) = -5.4 / -4.8 eV
ΔE to the lowest compared entry with this formula, charge and spin = 0.231 eV
E_LUMO (spin up / spin down) = 0.111 / 0.111 Eh
<S²> = 6.01
Multiplicity = 5
Gap between HOMO and LUMO (spin up / spin down) = 8.408 / 7.810 eV

XYZ file:
```
46
Properties=species:S:1:pos:R:3:forces:R:3
Fe -0.3890 -0.5247 0.0230 0.850 1.837 0.306
C 1.9379 -1.7717 0.7804 0.207 -0.017 -1.164
O 0.6503 -2.4044 0.5200 -0.399 -0.910 0.545
O 1.6621 -0.5023 0.6976 -0.048 0.341 0.006
C 2.5870 -2.2244 2.0960 -1.014 -0.302 0.265
F 3.7790 -1.6648 2.2503 0.290 0.344 0.153
F 1.8114 -1.9461 3.1553 0.176 0.245 0.164
F 2.7928 -3.5680 2.1528 0.182 -0.165 -0.185
C 0.3530 -3.7479 0.8274 -0.970 -0.595 -0.205
C -0.8983 -4.1271 0.0677 -0.388 -1.317 -0.782
H -0.6742 -4.4565 -0.9540 0.124 0.657 -0.140
H -1.3249 -5.0634 0.4525 0.023 0.243 0.478
H -1.6964 -3.3876 0.0375 0.207 0.250 0.120
H 0.1312 -3.9215 1.8851 0.411 0.428 0.172
H 1.1405 -4.4419 0.5288 0.283 0.240 0.060
H 2.6003 -2.1799 -0.0196 0.182 -0.020 0.097
C -0.8577 2.5442 0.9661 1.437 -0.672 -1.326
O 0.1409 3.1940 1.7556 -0.651 0.422 0.357
O -0.2681 1.4785 0.4455 -0.549 -1.289 -0.097
C -2.0978 2.1864 1.7929 -0.697 -0.221 0.540
F -2.7232 1.1044 1.2984 -0.021 0.066 -0.124
F -1.8613 1.9037 3.0903 0.213 0.199 -0.102
F -3.0285 3.1839 1.7840 0.150 0.059 0.056
C -0.0598 4.5495 2.0355 -0.071 1.036 -0.066
C 0.5788 4.8843 3.3727 -0.744 0.491 0.387
H 1.6575 5.0003 3.3075 0.056 -0.260 0.107
H 0.1502 5.8138 3.7705 0.248 0.181 -0.312
H 0.2764 4.1608 4.1309 0.358 -0.345 -0.189
H -1.1033 4.8979 2.0261 -0.166 -0.683 0.303
H 0.3612 5.2101 1.2559 0.356 -0.339 -0.068
H -1.1800 3.2101 0.1395 -0.297 0.432 0.390
C -1.6148 -0.8563 -2.3710 1.415 -0.673 1.063
O -0.1774 -0.5725 -2.2425 -0.567 -0.226 -1.192
O -2.0203 -0.8919 -1.1175 -0.633 0.075 0.587
C -2.2593 0.2368 -3.2295 0.189 0.427 -0.159
F -1.8084 1.4600 -2.9087 -0.240 -0.187 0.076
F -1.9490 0.0664 -4.5495 -0.339 -0.084 0.160
F -3.5958 0.2453 -3.1220 0.219 -0.080 -0.149
C 0.6041 -0.5204 -3.4230 1.195 0.847 0.335
C 2.0080 -0.9198 -3.0132 0.356 -0.707 -0.598
H 2.0050 -1.9776 -2.7328 -0.025 0.125 0.388
H 2.7094 -0.8866 -3.8550 -0.158 0.296 -0.066
H 2.4111 -0.3061 -2.2108 -0.207 -0.029 0.155
H 0.6281 0.5131 -3.7862 -0.154 0.002 -0.059
H 0.2520 -1.1320 -4.2555 -0.346 -0.302 0.305
H -1.6406 -1.8480 -2.8548 -0.443 0.182 -0.592
```
Positions in Å, forces in eV/Å.

Quick look at the Löwdin charges, all values in e:
1 Fe 0.99
2 C -0.48
3 O -0.16
4 O -0.14
5 C -0.57
6 F 0.16
7 F 0.15
8 F 0.10
9 C -0.27
10 C -0.08
11 H 0.07
12 H 0.07
13 H 0.07
14 H 0.12
15 H 0.12
16 H 0.15
17 C -0.46
18 O -0.06
19 O -0.19
20 C -0.53
21 F 0.12
22 F 0.13
23 F 0.10
24 C -0.30
25 C -0.08
26 H 0.07
27 H 0.07
28 H 0.07
29 H 0.11
30 H 0.11
31 H 0.16
32 C -0.43
33 O -0.16
34 O -0.19
35 C -0.54
36 F 0.15
37 F 0.10
38 F 0.15
39 C -0.27
40 C -0.07
41 H 0.07
42 H 0.07
43 H 0.08
44 H 0.12
45 H 0.12
46 H 0.16